Here is a structure of composition C32H34AsORe from OMol25. Energies are from ωB97M-V/def2-TZVPD.

Output
net charge: +1
gap between HOMO and LUMO (spin up / spin down): 4.543 / 6.675 eV
LUMO energy (spin up / spin down): -3.0 / -3.3 eV
strongest force on any atom: 3.333 eV/A
multiplicity: 4

Each line ends with the natural charge from an NBO analysis.
CARTESIAN COORDINATES (ANGSTROEM)
C: -0.48 0.84 -6.11  0.0920
C: 0.11 2.18 -5.98  -0.6663
C: 0.36 -0.29 -6.54  -0.6668
C: -1.94 0.68 -6.03  -0.6671
H: 0.44 -0.35 -7.64  0.2237
H: -0.05 -1.25 -6.20  0.2046
H: 1.39 -0.19 -6.16  0.2071
H: 0.11 2.73 -6.94  0.2202
H: 1.15 2.12 -5.64  0.2082
H: -0.47 2.78 -5.27  0.2122
H: -2.43 0.84 -7.01  0.2215
H: -2.37 1.40 -5.33  0.2101
H: -2.21 -0.34 -5.71  0.2058
C: 2.17 -0.11 -0.37  -0.3513
C: 2.10 -0.89 -1.59  -0.2956
C: 1.76 0.02 -2.65  -0.2939
H: 2.45 -1.90 -1.71  0.2523
C: 1.67 1.32 -2.11  -0.2427
C: 1.80 1.24 -0.71  -0.2951
H: 1.77 2.09 -0.02  0.2493
H: 2.57 -0.47 0.57  0.2307
H: 1.71 -0.24 -3.71  0.2559
H: 1.59 2.24 -2.70  0.2524
C: -2.03 -0.90 -0.85  -0.2190
C: -1.10 -1.96 -0.48  -0.3621
C: -0.32 -2.26 -1.66  -0.2922
H: -1.05 -2.50 0.45  0.2471
C: -0.81 -1.44 -2.73  -0.3002
C: -1.91 -0.68 -2.25  -0.2258
H: -2.59 -0.10 -2.86  0.2594
H: -2.76 -0.43 -0.21  0.2475
H: 0.36 -3.09 -1.77  0.2535
H: -0.49 -1.48 -3.77  0.2597
Re: 0.13 -0.34 -1.00  1.0982
O: -0.36 0.40 0.84  -1.0892
As: -0.04 0.03 2.56  1.8576
C: 0.57 -1.86 2.87  -0.2676
C: -0.35 -2.78 3.38  -0.2462
C: 0.10 -4.00 3.91  -0.1853
C: 1.47 -4.30 3.96  -0.1769
C: 2.38 -3.40 3.41  -0.1996
C: 1.94 -2.20 2.81  -0.2316
C: 1.28 1.46 2.92  -0.3696
C: 0.82 2.75 3.20  -0.1417
C: 1.75 3.77 3.46  -0.2148
C: 3.12 3.55 3.31  -0.1801
C: 3.57 2.27 2.97  -0.1867
C: 2.66 1.22 2.80  -0.2041
C: -1.90 0.19 3.15  -0.3639
C: -2.93 -0.54 2.52  -0.2234
C: -4.27 -0.19 2.74  -0.1492
C: -4.59 0.98 3.43  -0.1916
C: -3.56 1.75 4.00  -0.1988
C: -2.24 1.29 3.96  -0.1970
H: -1.41 -2.53 3.38  0.2332
H: -0.62 -4.71 4.31  0.2333
H: 1.83 -5.22 4.43  0.2368
H: 3.46 -3.60 3.45  0.2345
H: 2.66 -1.55 2.31  0.2095
H: -0.25 2.95 3.24  0.2194
H: 1.38 4.74 3.80  0.2336
H: 3.85 4.35 3.47  0.2366
H: 4.64 2.06 2.87  0.2337
H: 3.04 0.22 2.59  0.2133
H: -2.69 -1.37 1.85  0.2223
H: -5.06 -0.82 2.32  0.2253
H: -5.63 1.32 3.50  0.2361
H: -3.80 2.71 4.47  0.2346
H: -1.43 1.82 4.50  0.2243



Here is a structure of composition C32H34BBr2CsN9O from OMol25. Energies are from ωB97M-V/def2-TZVPD.

Output
net charge: -1
gap between HOMO and LUMO: 6.353 eV
energy above the lowest of the compared OMol25 structures with the same formula, charge and spin: 65.2 kJ/mol
LUMO energy: 2.0 eV
strongest force on any atom: 2.105 eV/A

Each line ends with the Löwdin charge.
CARTESIAN COORDINATES (ANGSTROEM)
Cs: -0.44 -1.13 -0.77  1.1616
C: -4.49 -0.86 -0.83  -0.0474
C: -4.05 0.45 -1.40  -0.3719
C: -4.85 1.52 -1.82  -0.0054
C: -3.95 2.49 -2.23  -0.2919
C: -4.25 3.84 -2.78  -0.0385
N: -2.71 1.99 -2.06  -0.0012
N: -2.77 0.76 -1.55  0.0254
B: -1.38 2.73 -2.20  -0.5345
N: -0.47 1.93 -3.15  0.0020
N: -0.19 0.64 -2.91  -0.0677
C: 0.37 0.14 -4.00  -0.3718
C: 0.73 -1.30 -4.14  -0.0444
C: 0.47 1.14 -4.98  -0.0009
C: -0.07 2.27 -4.40  -0.2924
C: -0.16 3.64 -4.99  -0.0318
N: -0.79 2.83 -0.78  0.0124
N: -1.55 2.57 0.28  0.1232
C: -0.85 2.88 1.36  -0.3663
C: -1.47 2.80 2.71  -0.0452
C: 0.41 3.36 0.98  -0.0209
C: 0.41 3.32 -0.40  -0.2892
C: 1.44 3.80 -1.36  -0.0202
H: -5.58 -0.91 -0.82  0.0673
H: -4.12 -0.96 0.20  0.0707
H: -4.10 -1.69 -1.42  0.0713
H: -5.92 1.58 -1.83  0.0918
H: -5.33 3.97 -2.84  0.0712
H: -3.83 3.96 -3.77  0.0718
H: -3.84 4.61 -2.13  0.0770
H: -1.55 3.83 -2.64  0.1132
H: 0.62 -1.82 -3.20  -0.0036
H: 1.76 -1.41 -4.50  0.0810
H: 0.07 -1.77 -4.87  0.0836
H: 0.89 1.05 -5.97  0.0984
H: 0.11 3.59 -6.04  0.0742
H: 0.54 4.31 -4.48  0.0725
H: -1.16 4.05 -4.89  0.0644
H: -1.90 1.82 2.88  0.0605
H: -2.27 3.54 2.79  0.0711
H: -0.73 3.00 3.49  0.0637
H: 1.21 3.70 1.62  0.0945
H: 2.31 4.18 -0.81  0.0752
H: 1.03 4.61 -1.96  0.0756
H: 1.75 3.01 -2.03  0.0777
C: 2.52 -2.11 2.86  -0.0325
C: 2.67 -3.30 1.96  -0.3317
C: 3.62 -4.30 2.26  -0.0296
C: 3.73 -5.38 1.42  -0.0459
C: 2.89 -5.48 0.30  -0.2081
C: 2.88 -6.56 -0.60  -0.6351
Br: 3.99 -8.09 -0.27  0.6823
C: 2.05 -6.58 -1.69  -0.2011
C: 1.21 -5.51 -1.92  -0.6016
Br: 0.06 -5.55 -3.44  0.7155
C: 1.10 -4.37 -1.09  -0.4766
O: 0.30 -3.43 -1.31  -0.4734
C: 1.99 -4.40 0.06  -0.1395
N: 1.92 -3.35 0.89  0.1641
H: 2.40 -2.43 3.90  0.0837
H: 1.65 -1.55 2.55  0.0471
H: 3.40 -1.47 2.80  0.0863
H: 4.24 -4.21 3.14  0.1062
H: 4.47 -6.15 1.62  0.0685
H: 2.05 -7.43 -2.36  0.0880
N: -0.59 -1.06 5.59  0.1153
C: -1.13 -1.28 4.36  -0.1620
N: -0.56 -0.59 3.42  0.1298
C: 0.42 0.14 4.03  -0.2723
C: 1.34 1.04 3.50  -0.0303
C: 2.24 1.62 4.38  -0.0875
C: 2.24 1.31 5.74  -0.1017
C: 1.34 0.42 6.29  -0.0328
C: 0.43 -0.16 5.42  -0.2077
H: -0.88 -1.48 6.46  0.1504
H: -1.95 -1.96 4.21  0.1230
H: 1.32 1.28 2.45  0.1062
H: 2.97 2.32 4.00  0.1000
H: 2.98 1.78 6.38  0.0947
H: 1.34 0.19 7.34  0.1019



Here is a structure of composition C32H34BCaN10O5S3 from OMol25. Energies are from ωB97M-V/def2-TZVPD.

Output
net charge: -1
gap between HOMO and LUMO: 7.135 eV
energy above the lowest of the compared OMol25 structures with the same formula, charge and spin: 75.1 kJ/mol
LUMO energy: 2.1 eV
strongest force on any atom: 3.467 eV/A

Each line ends with the Löwdin charge.
CARTESIAN COORDINATES (ANGSTROEM)
Ca: 12.28 7.66 15.73  1.1684
O: 10.33 10.24 12.92  -0.0931
C: 11.66 10.52 12.51  -0.2101
C: 12.25 9.25 11.84  -0.1636
N: 12.67 8.27 12.84  -0.1619
C: 14.18 8.17 12.75  -0.0974
C: 14.70 7.19 13.82  -0.6972
O: 15.45 6.26 13.52  0.0110
O: 14.33 7.52 14.99  -0.2368
C: 12.07 6.93 12.55  -0.0848
C: 10.70 6.85 13.22  -0.6834
O: 9.86 6.05 12.87  0.0223
O: 10.54 7.64 14.22  -0.2218
H: 10.31 9.49 13.54  0.0381
H: 12.24 10.84 13.38  0.1098
H: 11.55 11.29 11.79  0.0977
H: 13.14 9.38 11.15  0.1249
H: 11.51 8.73 11.27  0.1114
H: 14.48 9.17 13.08  0.1196
H: 14.55 7.99 11.75  0.1128
H: 12.68 6.14 12.93  0.1022
H: 11.99 6.76 11.47  0.1311
C: 14.74 10.55 16.14  -0.0185
N: 14.22 10.12 17.44  -0.1139
C: 15.06 9.83 18.50  -0.0526
C: 14.27 9.59 19.59  -0.0734
N: 12.96 9.73 19.16  -0.0506
B: 11.69 9.64 20.04  -0.5367
N: 10.82 8.41 19.77  -0.0249
C: 9.47 8.46 20.20  -0.0521
C: 8.97 7.22 20.10  -0.0908
N: 9.99 6.40 19.47  -0.1418
C: 9.83 5.06 19.07  -0.0939
C: 11.11 7.18 19.30  -0.7683
S: 12.55 6.60 18.69  0.6108
C: 12.93 9.98 17.82  -0.7612
S: 11.42 10.05 17.01  0.5865
H: 13.93 10.71 15.46  0.0489
H: 15.46 9.88 15.66  0.0958
H: 15.14 11.53 16.33  0.0835
H: 16.09 9.96 18.28  0.1028
H: 14.67 9.46 20.62  0.1276
H: 12.14 9.63 21.24  0.0835
H: 10.93 10.59 19.83  0.0646
H: 9.13 9.33 20.66  0.0958
H: 8.03 6.85 20.36  0.0543
H: 10.47 4.94 18.10  0.0729
H: 8.76 4.90 18.82  0.0774
H: 10.17 4.33 19.91  0.1166
N: 7.41 6.73 15.23  0.1146
C: 7.45 8.12 15.65  -0.1996
C: 7.82 9.17 14.82  0.0004
C: 7.84 10.53 15.35  -0.0669
C: 7.45 10.71 16.63  -0.1310
C: 6.95 9.69 17.45  -0.1024
C: 6.96 8.37 16.97  -0.4885
S: 6.70 7.07 18.05  0.9824
N: 6.04 5.85 16.93  -0.1797
C: 6.53 5.81 15.75  -0.3961
C: 6.09 4.73 14.82  -0.2127
C: 6.51 4.69 13.46  0.0041
C: 6.10 3.58 12.73  -0.0744
C: 5.38 2.54 13.30  -0.0935
C: 5.07 2.67 14.63  -0.1661
N: 5.35 3.76 15.36  0.1165
H: 8.00 6.50 14.45  0.0809
H: 8.27 9.03 13.87  0.0837
H: 8.21 11.29 14.68  0.0982
H: 7.53 11.71 17.05  0.1022
H: 6.66 9.92 18.48  0.1040
H: 7.09 5.44 13.02  0.0808
H: 6.29 3.52 11.66  0.1018
H: 5.08 1.68 12.70  0.1016
H: 4.53 1.82 15.15  0.1198
N: 8.39 2.19 15.31  0.1928
C: 9.42 2.67 15.19  -0.1491
C: 10.72 3.32 15.26  -0.1834
C: 11.88 2.58 15.13  0.0203
C: 13.11 3.28 15.06  -0.0016
C: 13.11 4.63 15.21  -0.1246
N: 11.99 5.30 15.41  -0.0226
C: 10.79 4.71 15.31  -0.0745
H: 11.80 1.54 15.08  0.1026
H: 14.02 2.77 14.94  0.0971
H: 14.03 5.15 15.16  0.0901
H: 9.85 5.32 15.28  0.1312